DFT (the ωB97M-V functional and the def2-TZVPD basis) results for C18H26B2Cl3NO as an isolated structure at a distorted geometry.

## Properties
LUMO level = -0.767 eV
HOMO energy = -8.4 eV
max |F| = 3.35 eV/A
energy above the lowest of the compared OMol25 structures with the same formula, charge and spin = 1.0239 eV

```
! RIJCOSX wB97M-V def2-TZVPD def2/J DEFGRID3
* xyz 0 1
Cl 2.418 -0.288 -3.009
B 1.389 -1.876 -2.916
Cl 2.056 -3.107 -4.201
Cl 1.744 -2.588 -1.160
O 0.005 -1.625 -3.075
C -0.954 -2.592 -2.684
C -2.265 -2.539 -3.463
C -2.966 -3.712 -3.773
C -4.273 -3.656 -4.276
C -4.849 -2.407 -4.543
C -4.148 -1.235 -4.245
C -2.838 -1.306 -3.749
H -0.520 -3.617 -2.773
H -2.466 -4.660 -3.615
H -4.856 -4.565 -4.431
H -5.858 -2.342 -4.943
H -4.627 -0.266 -4.382
H -2.250 -0.409 -3.575
C 3.290 -0.374 1.441
C 2.230 0.420 0.716
N 1.181 1.096 1.573
C 1.515 1.766 2.867
C 2.232 2.945 3.011
C 2.416 3.494 4.299
C 1.840 2.895 5.421
C 1.073 1.726 5.260
C 0.923 1.192 3.982
C 0.312 1.932 0.608
C -0.900 2.537 1.287
C -0.168 1.176 -0.631
B 0.398 -0.094 2.441
H -1.220 -2.466 -1.653
H 4.070 -0.669 0.725
H 3.732 0.220 2.243
H 2.854 -1.294 1.833
H 2.658 1.156 0.022
H 1.654 -0.278 0.086
H 2.624 3.455 2.134
H 3.012 4.403 4.397
H 1.970 3.332 6.420
H 0.594 1.249 6.123
H 0.257 0.293 3.868
H 1.012 2.708 0.278
H -1.376 3.223 0.574
H -1.634 1.757 1.518
H -0.644 3.090 2.194
H -0.743 1.873 -1.260
H 0.613 0.761 -1.279
H -0.863 0.365 -0.375
H 1.085 -1.058 2.538
H -0.740 -0.042 2.150
*
```